C31H34CrN7O4S as an isolated structure. Source: the Open Molecules 2025 dataset; level of theory: wB97M-V/def2-TZVPD.

Geometry as XYZ:
```
78
Properties=species:S:1:pos:R:3:mulliken_charge:R:1
H -6.9882 -1.8112 2.1079 0.213
C 2.4699 2.1048 -1.7154 -0.880
N -2.9495 0.8112 -2.1563 -0.496
H -2.1224 -0.5105 3.0777 0.493
H 3.0006 -3.3655 -0.3530 0.413
H 3.8670 0.6115 -0.3257 0.026
N -7.0805 -2.2525 1.2101 -0.554
H -5.2047 -2.3561 -2.9586 0.493
C -3.6288 -1.8236 -0.0096 0.070
H 4.0879 4.1646 -1.7422 0.423
H 2.5212 -2.5320 1.1057 0.659
C 2.8306 5.0628 1.2627 -0.548
H -7.1555 -2.5060 -1.4262 0.271
C -3.8130 -2.0000 -1.3750 -0.245
C 1.9364 4.0451 1.4637 -0.954
H 0.7306 -3.8695 -0.1925 0.524
C -4.7146 -1.8901 0.8438 -0.837
H -7.9924 -2.1526 0.8011 0.212
N -0.8076 1.1536 -1.1649 0.946
N -1.3969 -0.9505 -1.8143 -0.317
C 1.7994 2.9951 0.5215 0.240
C 2.2880 -1.1610 -2.8822 -0.895
C -0.0633 -0.1577 2.6295 0.231
H 0.4068 -2.6536 1.0689 0.265
C -6.1626 -2.3158 -1.0311 -0.791
O -1.8005 -3.3147 -2.2954 -0.736
C 1.5136 -2.1708 -2.0487 -0.405
H -4.5786 -1.7465 1.9115 0.286
H 3.3334 -1.0897 -2.5751 0.104
C -3.1175 2.1125 -2.1959 -0.402
H -0.2232 3.1098 -0.8808 0.368
H 0.3991 0.2076 6.4916 0.387
C -0.9838 -0.1572 4.8638 -0.463
H 4.7281 -2.0230 0.6632 0.412
C 4.0176 -1.5182 0.0046 -1.011
H 0.4744 -2.1758 -2.3757 -0.011
O -0.2704 -0.2990 1.3407 0.540
C 0.4619 -2.8232 -0.0062 -1.133
H 2.1083 0.7978 -3.7453 0.568
C 3.8036 -0.0802 0.5036 -0.747
C -5.9948 -2.1414 0.3441 1.027
C -1.7617 0.3302 -1.7111 -0.099
C -1.1507 -0.2975 3.5082 -1.228
C 3.4982 4.1328 -0.8311 -0.879
H -2.2684 4.0932 -1.8778 0.450
H 2.9118 2.3986 -2.6691 0.286
C 2.7612 -2.3785 0.0560 -1.314
O 0.9176 2.0663 0.7457 -0.406
C -2.1347 3.0235 -1.8131 -1.091
C 2.6091 3.0508 -0.6433 1.669
C 1.2109 0.0911 3.1868 1.157
S -2.4256 -2.0216 -2.4570 1.396
C 0.2782 0.1064 5.4217 -0.945
H 4.5778 0.2021 1.2180 0.626
N 2.4772 0.0482 1.1141 1.056
C -5.0781 -2.2441 -1.8882 -0.569
H 0.6032 0.1467 -3.0950 0.216
C 3.6320 5.1198 0.1033 -0.796
H 3.3471 0.1574 2.9478 0.283
H 4.4761 -1.5155 -0.9824 0.366
H 1.3067 4.0041 2.3448 0.532
H -2.6321 -1.6230 0.3745 0.128
C 1.3551 0.2125 4.5818 -0.786
O -2.8717 -1.6605 -3.7770 -0.746
N 1.8610 0.9762 -1.6612 0.774
H 2.9159 5.8458 2.0080 0.431
H 2.3465 0.3926 4.9869 0.412
H -0.5058 -2.6221 -0.4415 -0.037
H 4.3252 5.9356 -0.0496 0.417
H -1.8441 -0.2561 5.5153 0.451
Cr 0.8181 0.3177 -0.0638 -0.136
H 2.2924 -1.5402 -3.9064 0.581
C -1.0007 2.4740 -1.2743 -0.298
C 1.6782 0.2301 -2.9189 -0.970
C 2.4087 0.1175 2.3899 -0.645
H 1.9201 -3.1729 -2.2339 0.444
N 1.4968 -1.9273 -0.5879 1.100
H -4.0808 2.4577 -2.5659 0.426
```

Multiplicity = 2
Energy above the lowest of the compared OMol25 structures with the same formula, charge and spin = 0.0 kcal/mol
Frontier orbital gap (spin up / spin down) = 6.87 / 7.28 eV

A 3-piece molecular cluster, C31H34F18N2O8S overall in a non-equilibrium geometry. Source: the Open Molecules 2025 dataset; level of theory: wB97M-V/def2-TZVPD.

Geometry as XYZ:
```
94
Properties=species:S:1:pos:R:3:mulliken_charge:R:1
O 0.2374 0.4354 -5.0327 -0.484
C -3.7271 2.2661 0.3326 0.393
H -6.7667 3.1475 -4.2063 0.262
H -4.4894 0.4225 -0.5560 0.371
C -1.9103 -0.1077 2.3432 0.303
F -1.4514 -1.0759 3.2035 -0.255
H -6.5615 2.8454 -2.4447 0.160
H -1.4307 -3.1654 1.8313 0.437
S 0.0616 -4.6424 -1.4062 -0.169
F 2.5013 -5.3695 -0.0768 -0.214
H -5.8658 0.6118 -2.7589 0.122
F 0.8374 1.9948 4.6451 -0.295
H 3.1312 3.1297 -0.2023 0.394
C -0.6790 -3.2935 1.0028 -0.922
F 1.0621 3.8503 3.5364 -0.259
F -3.7601 -2.2116 0.0634 -0.235
C -6.9403 2.3958 -3.3992 -1.004
C 1.8681 1.8491 2.5109 0.674
C -6.0076 1.1492 -3.7324 -0.035
H -4.5519 2.0661 1.0744 0.209
H -2.8645 4.0230 1.8330 0.230
H -6.5756 0.4894 -4.4460 0.377
F 4.3453 -3.4825 2.2776 -0.234
H -3.8081 6.0539 1.6038 0.297
C 0.8223 2.5268 3.3998 0.774
F 3.7872 -6.1802 1.4724 -0.300
O 1.9494 2.4268 1.2406 -0.219
O -3.8195 -2.1131 2.2449 -0.453
H -0.1774 2.4066 2.9840 -0.151
H -8.0187 2.1211 -3.3494 0.358
H -1.7232 4.1378 0.4057 0.167
C 7.0425 -5.2210 2.3361 0.198
H -2.7352 2.0987 0.8355 -0.426
F 2.2603 -4.0816 2.3322 -0.270
H -4.1731 1.7762 -1.7804 0.141
C 3.6080 -5.1018 0.6739 0.843
C -1.8576 -0.3229 -0.0698 -0.719
C -3.4166 -1.6172 1.2648 0.372
H -3.4560 0.2745 -5.0633 0.424
H -2.7000 2.6042 -3.1562 0.369
N 1.6924 -0.4368 -3.3553 -0.401
C -2.4194 0.5341 -1.1293 0.323
C 3.3164 4.5579 1.3473 0.848
C -2.3903 1.6041 -3.5636 -1.222
C 3.1595 3.0964 0.8883 -0.773
H 4.5302 -5.6328 -1.1542 0.456
H 1.0774 -2.2119 0.2934 -0.910
O -4.8075 1.6874 -4.2827 -0.359
C -0.6014 -1.0145 -0.3400 0.189
H 4.0379 2.4935 1.1257 0.352
O -1.6214 0.9958 2.6217 -0.354
F 2.0921 5.1271 1.4315 -0.250
C -1.7689 0.7203 -2.4253 0.862
H 0.2761 -1.3191 1.6222 0.067
C 1.3619 -1.3062 -2.2165 -0.461
F 4.1556 6.1051 2.9271 -0.280
H -0.3194 -4.1028 -2.6181 0.105
C 0.4526 0.1019 -3.9199 0.120
H 2.1694 0.3406 -2.8725 0.355
O 6.0502 -5.5125 0.1305 -0.426
C -1.2644 -4.0222 -0.2554 -0.602
C 0.0264 -0.7864 -1.6135 1.007
H -1.6782 1.6845 -4.4155 0.469
H -3.6310 6.0703 -0.2511 0.284
F 3.9691 5.2167 0.3462 -0.338
C -3.7943 1.2515 -0.8737 -0.637
C -2.7681 4.3329 0.7614 0.021
C -0.4981 0.0726 -2.6869 -0.153
F 3.5656 4.1651 3.6971 -0.202
C -3.1321 5.8876 0.7275 -1.086
H 5.1452 4.4315 2.5185 0.295
H -1.8699 -4.8848 0.1276 0.471
F 7.7611 -4.3457 3.0798 -0.259
C 4.1151 4.7816 2.6334 0.045
F 1.5083 0.5580 2.3148 -0.328
N -2.6518 -0.4193 1.1556 0.955
H -2.1590 6.4278 0.8369 0.300
O 2.0769 -2.1963 -1.8864 -0.394
C 6.8588 -4.6866 0.9131 0.794
C -3.6799 0.8251 -4.1106 -0.553
F 3.0908 1.8141 3.0732 -0.314
F 8.0640 -4.6500 0.3021 -0.303
C 4.7914 -4.9978 -0.3061 -0.898
H -3.9082 0.0282 -3.3478 0.327
H -1.9315 -3.3685 -0.8631 0.203
F 5.8597 -5.3938 2.9611 -0.198
O -3.7161 3.6464 -0.0941 -0.433
H 4.8894 -3.9963 -0.7284 0.392
C 3.3094 -3.8498 1.4992 0.427
H 3.0437 -3.0106 0.8496 0.072
F 6.3873 -3.4249 0.8852 -0.278
H 7.5635 -6.1806 2.3237 0.237
C 0.0716 -1.9369 0.7148 0.746
H 0.0950 -3.9876 1.4345 0.461
```

Frontier orbital gap = 7.92 eV

A 2-piece molecular cluster, C31H34N2O4 overall in a non-equilibrium geometry. Source: the Open Molecules 2025 dataset; level of theory: wB97M-V/def2-TZVPD.

Geometry as XYZ:
```
71
Properties=species:S:1:pos:R:3:mulliken_charge:R:1
C 5.9688 -0.7665 -1.6184 -0.699
C -0.2618 -1.3004 0.5248 -1.068
C 5.2902 1.5473 -0.4167 -0.660
H 2.3540 -2.1284 3.7594 0.279
C 4.6140 -1.3254 -1.1182 -0.508
C -0.7885 -0.6361 3.7754 -0.820
C 0.1583 -0.7573 -5.4811 0.487
H -0.6764 3.1050 -0.1571 0.437
N 1.1549 0.0066 2.1958 -0.360
H -6.3256 -0.8353 -0.0123 0.279
H 8.3692 0.3568 -2.0709 0.266
H -6.4590 -2.7835 -1.8811 0.214
N -1.3565 -0.3212 0.4786 0.384
C 1.3001 -2.3442 3.3443 -1.014
C -5.5701 -2.0665 -1.8543 -0.676
H 0.6497 -2.8929 4.1312 0.376
O -0.3341 -2.5528 0.3794 -0.635
H -1.9628 3.0570 6.0890 0.288
O 0.9909 -1.1030 -6.3509 -0.835
C -0.4747 3.2567 4.2267 -0.525
C -0.9904 0.9001 -0.2851 1.123
H -4.0059 2.0590 4.6107 0.289
C 7.7293 1.2733 -1.7710 -1.014
H -0.9859 0.4736 3.9505 -0.123
H -3.7285 1.7555 1.9983 0.158
C -1.7411 0.8121 -1.7419 -0.879
H -2.3234 -1.3606 -3.6097 0.347
C 0.6444 0.7950 -0.3072 -1.028
C -1.4645 2.3495 0.2309 -1.126
H -4.3741 -2.7876 -5.0680 0.282
H 1.8708 -1.8595 -0.7584 0.508
H 1.1726 1.7695 -0.0231 0.183
C 6.3123 0.7170 -1.2570 0.729
H -1.6305 -1.1784 3.2140 0.227
C -0.3031 3.0843 2.6708 -0.267
H 0.8684 0.4533 -1.3888 0.342
C 1.0690 -0.3726 0.7494 1.461
C -4.4008 -2.1783 -2.8780 0.523
H 0.3618 3.6812 4.8982 0.257
H 6.6465 -1.4595 -2.2269 0.169
C 0.6171 -0.9066 3.0016 0.709
H -1.9747 1.8793 -2.1272 0.361
C -4.2498 0.0011 -0.7571 -0.430
H -1.9610 -0.2217 1.3021 0.188
C -1.5061 2.5231 1.8188 0.561
H 8.3061 1.8381 -0.9633 0.294
H -0.6754 -1.1741 4.7922 0.511
H -4.1940 0.8117 0.0535 0.025
H 5.6172 2.6236 -0.1556 0.199
H 0.6852 3.3860 2.1963 0.225
C -2.9982 2.3262 4.1257 -0.511
C -4.4495 -3.3034 -4.0408 -0.965
H -2.5033 2.6274 -0.1645 0.574
H 3.1966 1.5870 0.7377 0.200
H 2.5890 -2.1257 0.9124 0.219
C -2.8274 2.1518 2.5744 -0.189
O 0.4294 -0.0141 -4.4686 -0.798
C 3.9188 0.9572 0.0963 -0.021
H -5.3658 -3.9866 -3.9497 0.288
H 1.3463 -3.0414 2.4391 0.236
C -1.8188 2.9066 4.9698 -0.447
C 3.5749 -0.5095 -0.2594 0.389
H -0.9738 0.3567 -2.4769 0.211
C -3.0463 -0.1044 -1.7327 0.524
C -5.4906 -0.9450 -0.7777 -0.567
H -3.5138 -3.9574 -3.9122 0.270
O -1.0765 -1.0997 -5.4813 -0.817
H 7.4996 1.9260 -2.6945 0.253
H 4.3667 -2.4230 -1.3649 0.234
C 2.2536 -1.3039 0.1841 -0.843
C -3.1431 -1.2281 -2.8290 -0.257
```

Net charge = -2
Frontier orbital gap = 1.84 eV